No. 1
{"formula": "C5H15NO2", "method": "ωB97M-V with the def2-TZVPD basis set", "symbols": ["C", "N", "C", "C", "C", "C", "O", "H", "H", "H", "H", "H", "H", "H", "H", "H", "H", "H", "H", "H", "O", "H", "H"], "coordinates": [[0.467, 2.304, -0.375], [1.129, 1.168, 0.273], [0.258, 0.437, 1.209], [0.727, -1.011, 1.321], [0.382, -1.922, 0.145], [-0.703, -2.930, 0.435], [1.583, -2.587, -0.312], [-0.045, 2.025, -1.300], [1.156, 3.140, -0.475], [-0.292, 2.643, 0.321], [1.409, 0.472, -0.388], [-0.808, 0.490, 0.951], [0.383, 0.875, 2.197], [1.803, -0.966, 1.449], [0.370, -1.468, 2.250], [0.101, -1.343, -0.730], [-0.653, -3.770, -0.258], [-0.602, -3.400, 1.423], [-1.711, -2.521, 0.429], [1.624, -3.486, 0.040], [-3.025, 3.796, -2.197], [-2.133, 3.564, -2.479], [-3.248, 3.129, -1.541]], "atomic_forces_ev_per_a": [[0.0503, -0.3724, 0.7722], [-0.6611, -0.2078, 0.3723], [0.3780, -0.1111, 0.2319], [-0.2225, 0.0916, 0.4582], [0.8337, -0.3551, -0.2811], [-0.2568, -0.7504, 0.5904], [-0.1201, -0.2147, 0.1005], [0.1545, 0.2066, -0.1921], [0.0494, -0.0580, -0.4910], [-0.2806, 0.2335, 0.0557], [0.4453, -0.0259, -0.7304], [-0.0367, 0.0073, -0.1444], [-0.2215, 0.2358, 0.1441], [0.2805, -0.0993, -0.2421], [-0.1980, 0.1534, -0.0644], [-0.2217, 0.3164, -0.0541], [-0.1562, 0.2056, -0.3580], [0.2637, 0.2748, -0.0109], [-0.0095, 0.2058, -0.1932], [-0.0831, 0.2657, 0.0277], [0.0987, -0.0791, 0.0053], [-0.0512, 0.0556, -0.0040], [-0.0353, 0.0220, 0.0074]], "nbo_charge": [-0.416, -0.621, -0.213, -0.443, 0.087, -0.639, -0.729, 0.169, 0.202, 0.190, 0.349, 0.158, 0.191, 0.234, 0.206, 0.168, 0.218, 0.203, 0.222, 0.465, -0.934, 0.468, 0.467], "homo_energy_ha": -0.3307, "e_tot_ev": -11012.5852, "total_charge": 0, "relative_energy_kj_mol": 131.32, "homo_lumo_gap_ev": 9.676}

No. 2
{"formula": "C5H10NO2", "method": "ωB97M-V with the def2-TZVPD basis set", "symbols": ["C", "C", "C", "C", "C", "N", "O", "O", "H", "H", "H", "H", "H", "H", "H", "H", "H", "H"], "coordinates": [[1.609, -0.559, -0.875], [-1.257, -0.830, -2.234], [1.231, 0.288, 0.082], [-0.468, -0.374, 1.900], [-0.804, 1.639, 0.396], [-0.160, 0.324, 0.532], [-1.139, -1.180, -3.301], [0.620, -1.452, -1.295], [2.689, -0.400, -1.217], [1.906, 1.176, 0.270], [-1.546, -0.666, 1.818], [0.252, -1.272, 1.811], [-0.335, 0.404, 2.623], [-1.877, 1.315, 0.112], [-0.770, 2.090, 1.388], [-0.339, 2.139, -0.381], [-0.594, -0.321, -0.174], [0.981, -2.321, -1.455]], "atomic_forces_ev_per_a": [[0.0487, 0.4002, 0.8751], [-1.1918, 0.3329, -1.2877], [1.3135, 1.8188, -0.3510], [0.4724, -1.0334, -2.8174], [-3.0149, -2.1212, 1.1419], [0.1401, -2.2235, -0.3876], [-0.1656, 0.1789, 0.6696], [2.6791, 0.4603, 0.6828], [-1.8163, -1.1114, -0.2135], [-1.0775, -1.2122, 0.3742], [1.0288, 0.0917, 0.3191], [-1.3377, 1.4449, 1.1385], [0.4741, -0.2318, 0.8212], [1.4732, 1.3232, 0.5188], [-0.0556, 0.5274, -0.4437], [0.6763, 1.3530, -1.2818], [0.0124, 0.6554, 0.5676], [0.3408, -0.6534, -0.3260]], "nbo_charge": [0.139, 0.468, -0.148, -0.390, -0.399, -0.439, -0.454, -0.708, 0.251, 0.252, 0.236, 0.248, 0.230, 0.237, 0.229, 0.235, 0.489, 0.524], "homo_energy_ha": -0.5314, "e_tot_ev": -10923.1391, "total_charge": 1, "relative_energy_kj_mol": 281.02, "homo_lumo_gap_ev": 11.563}